Here is a structure of composition C50H86GaN12O2 from the OMol25 dataset. Energies are from the ωB97M-V functional and the def2-TZVPD basis.

Geometry as ORCA input:
```
! RIJCOSX wB97M-V def2-TZVPD def2/J DEFGRID3
* xyz -1 1
C 1.058 3.451 4.397
C 1.049 2.825 2.994
C 1.987 1.625 2.974
C 2.193 1.050 1.567
C 3.459 0.179 1.513
C 3.199 -1.097 0.693
C 3.620 -1.058 -0.807
C 3.987 0.322 -1.396
C 3.681 0.332 -2.915
C 4.207 -0.877 -3.696
C 3.195 -1.989 -4.013
C 1.854 -1.508 -4.550
C 1.010 -2.690 -5.083
C -0.356 -2.880 -4.420
C -0.373 -2.766 -2.906
C -1.808 -3.045 -2.363
C -2.353 -1.927 -1.465
C -3.852 -1.617 -1.685
Ga -5.086 -2.356 -0.251
N -4.999 -1.285 1.379
C -4.617 -4.324 0.241
O -3.210 -4.562 0.504
C -2.864 -4.306 1.837
C -1.403 -3.891 1.895
C -7.043 -2.363 -0.935
O -7.930 -1.548 -0.115
C -8.280 -0.355 -0.612
C -9.413 0.208 -0.108
C -9.845 1.422 -0.497
C -9.136 2.112 -1.431
C -8.026 1.570 -1.952
C -7.587 0.364 -1.542
H 1.995 3.982 4.544
H 0.210 4.106 4.568
H 1.063 2.646 5.129
H 1.357 3.564 2.256
H 0.016 2.560 2.774
H 1.569 0.884 3.644
H 2.968 1.974 3.310
H 1.319 0.430 1.390
H 2.177 1.846 0.831
H 4.349 0.722 1.218
H 3.630 -0.143 2.540
H 2.153 -1.376 0.754
H 3.762 -1.899 1.168
H 2.770 -1.419 -1.378
H 4.459 -1.732 -0.953
H 3.421 1.152 -0.985
H 5.066 0.441 -1.304
H 4.196 1.208 -3.309
H 2.609 0.479 -3.006
H 4.569 -0.522 -4.660
H 5.062 -1.348 -3.214
H 3.642 -2.607 -4.795
H 3.017 -2.664 -3.178
H 1.322 -0.955 -3.786
H 2.012 -0.795 -5.359
H 0.822 -2.478 -6.135
H 1.610 -3.596 -5.065
H -1.124 -2.244 -4.853
H -0.674 -3.900 -4.644
H -0.099 -1.781 -2.542
H 0.293 -3.499 -2.450
H -2.452 -3.084 -3.242
H -1.844 -4.000 -1.850
H -2.201 -2.249 -0.439
H -1.799 -1.007 -1.647
H -3.986 -0.535 -1.678
H -4.224 -1.975 -2.647
H -5.682 -1.616 2.049
H -4.077 -1.318 1.797
H -4.878 -4.930 -0.629
H -5.209 -4.688 1.095
H -3.029 -5.176 2.496
H -3.486 -3.502 2.233
H -0.911 -4.327 2.761
H -1.286 -2.813 1.901
H -0.882 -4.267 1.017
H -7.131 -2.162 -2.001
H -7.391 -3.387 -0.796
H -9.965 -0.321 0.654
H -10.743 1.810 -0.049
H -9.494 3.087 -1.728
H -7.502 2.135 -2.706
H -6.681 -0.030 -1.972
C 2.891 4.356 -3.319
C 2.472 3.595 -2.156
N 2.153 3.004 -1.224
H 3.668 5.075 -3.059
H 3.292 3.706 -4.095
H 2.057 4.911 -3.748
C -2.787 -7.762 0.583
C -2.238 -8.473 1.724
N -1.802 -9.023 2.633
H -3.738 -8.191 0.269
H -2.962 -6.708 0.816
H -2.112 -7.799 -0.271
C 1.302 -7.277 2.347
C 1.737 -6.250 1.413
N 2.080 -5.443 0.673
H 2.097 -7.998 2.531
H 1.017 -6.845 3.305
H 0.442 -7.825 1.967
C -0.831 -0.083 6.031
C -0.500 -0.557 4.698
N -0.239 -0.927 3.644
H -1.675 0.603 6.001
H -1.097 -0.912 6.683
H 0.013 0.442 6.479
C 5.632 -2.606 4.554
C 6.111 -1.616 3.604
N 6.488 -0.839 2.849
H 6.427 -3.297 4.832
H 5.267 -2.131 5.463
H 4.815 -3.188 4.129
C 5.480 3.441 1.468
C 5.771 3.828 0.104
N 6.005 4.148 -0.973
H 4.443 3.651 1.731
H 5.647 2.375 1.615
H 6.117 3.977 2.169
C 7.130 7.661 -0.774
C 6.808 7.066 0.506
N 6.556 6.561 1.505
H 7.785 8.525 -0.663
H 7.627 6.948 -1.431
H 6.200 7.963 -1.260
C -1.618 5.380 -2.761
C -0.832 5.930 -3.854
N -0.203 6.358 -4.713
H -2.198 4.520 -3.090
H -0.974 5.056 -1.943
H -2.311 6.122 -2.368
C 3.160 6.798 0.960
C 3.659 7.307 -0.303
N 4.083 7.708 -1.292
H 2.845 5.759 0.862
H 3.932 6.845 1.728
H 2.303 7.376 1.300
C 0.758 8.371 -3.790
C 0.684 7.815 -2.451
N 0.627 7.362 -1.399
H 1.305 9.313 -3.790
H 1.267 7.686 -4.466
H -0.237 8.559 -4.190
C -5.640 -4.546 4.727
C -4.322 -3.990 4.979
N -3.277 -3.552 5.159
H -6.345 -3.764 4.452
H -5.606 -5.267 3.911
H -6.026 -5.053 5.610
*
```

Calculated total energy, hartree: -4688.983182
Orbital gap, eV: 6.2

Atom charges from the Mulliken analysis, given in e for atoms 1 to 99: C -1.303; C -0.063; C -0.940; C 0.335; C 0.056; C -1.367; C 0.425; C 0.763; C -0.671; C -1.161; C -0.754; C 0.092; C -1.192; C -0.776; C -0.046; C -0.841; C 0.048; C -0.859; Ga -0.214; N -0.589; C -0.857; O -0.184; C 0.081; C -1.194; C -0.722; O -0.472; C -0.024; C -0.299; C -0.563; C -0.295; C -0.928; C 0.423; H 0.339; H 0.409; H 0.226; H 0.074; H 0.321; H 0.246; H 0.323; H 0.261; H -0.261; H -0.399; H 0.656; H 0.560; H 0.264; H -0.602; H 0.402; H -0.775; H 0.106; H 0.217; H 0.576; H 0.504; H 0.353; H 0.497; H 0.204; H -0.028; H 0.418; H 0.247; H 0.487; H 0.429; H 0.354; H 0.071; H 0.206; H 0.379; H 0.225; H -0.413; H 0.511; H 0.364; H 0.333; H 0.147; H 0.191; H 0.494; H 0.275; H 0.244; H 0.125; H 0.523; H 0.035; H 0.166; H 0.527; H 0.330; H 0.365; H 0.360; H 0.350; H 0.363; H 0.390; C -0.862; C 0.588; N -0.590; H 0.294; H 0.321; H 0.087; C -0.207; C 0.372; N -0.509; H 0.353; H -0.222; H 0.299; C -0.683; C 0.407